No. 1
Entry from the Open Molecules 2025 dataset: one molecule with the formula C28H27N3O2 in a non-equilibrium geometry (wB97M-V/def2-TZVPD).

Computed properties:
**Calculated total energy**: -38033.356 eV
**Orbital gap**: 7.4 eV
**Spin multiplicity**: 1
**LUMO level**: -0.7 eV
**Energy above the lowest of the compared OMol25 structures with the same formula, charge and spin**: 475.3 kJ/mol

The geometry in XYZ format:
```
60
C28H27N3O2 (wB97M-V/def2-TZVPD)
C 1.645 -3.728 0.373
N 0.458 -3.024 0.701
O -0.575 -3.100 -0.038
O 0.395 -2.401 1.821
H 2.524 -3.203 0.822
H 1.708 -3.952 -0.718
C -1.891 -9.142 -1.696
N -1.581 -9.297 -0.271
C -1.712 -10.532 0.442
C -0.960 -11.689 0.147
C -1.183 -12.895 0.835
C -2.077 -12.931 1.892
C -2.762 -11.780 2.269
C -2.588 -10.603 1.547
C -0.611 -8.356 0.065
C -1.028 -7.056 0.459
C -0.046 -6.153 0.809
C 1.318 -6.421 0.593
C 2.251 -5.366 0.993
C 3.643 -5.465 0.556
C 4.516 -4.747 1.379
C 5.886 -4.887 1.277
C 6.423 -5.556 0.137
N 7.800 -5.674 -0.006
C 8.323 -5.434 -1.356
C 8.639 -6.436 0.870
C 8.921 -7.773 0.512
C 9.847 -8.545 1.217
C 10.470 -7.994 2.331
C 10.197 -6.692 2.730
C 9.312 -5.905 1.985
C 5.534 -6.085 -0.860
C 4.158 -6.016 -0.684
C 1.695 -7.660 0.033
C 0.753 -8.673 -0.105
H -1.848 -8.056 -1.929
H -1.119 -9.656 -2.305
H -2.889 -9.539 -1.919
H -0.199 -11.668 -0.636
H -0.681 -13.813 0.519
H -2.224 -13.840 2.441
H -3.469 -11.790 3.095
H -3.158 -9.707 1.810
H -2.093 -6.825 0.567
H -0.332 -5.175 1.204
H 2.129 -4.965 2.092
H 4.078 -4.005 2.050
H 6.549 -4.427 2.019
H 9.409 -5.239 -1.272
H 8.149 -6.309 -2.007
H 7.843 -4.525 -1.773
H 8.430 -8.200 -0.365
H 10.098 -9.549 0.870
H 11.158 -8.596 2.895
H 10.702 -6.260 3.593
H 9.169 -4.853 2.243
H 5.926 -6.594 -1.786
H 3.468 -6.261 -1.553
H 2.729 -7.804 -0.266
H 1.069 -9.732 -0.357
```

Partial charges, natural (NBO), in e: atom 1 (C): -0.32, atom 2 (N): 0.45, atom 3 (O): -0.38, atom 4 (O): -0.40, atom 5 (H): 0.23, atom 6 (H): 0.24, atom 7 (C): -0.39, atom 8 (N): -0.55, atom 9 (C): 0.24, atom 10 (C): -0.26, atom 11 (C): -0.20, atom 12 (C): -0.22, atom 13 (C): -0.21, atom 14 (C): -0.23, atom 15 (C): 0.18, atom 16 (C): -0.21, atom 17 (C): -0.19, atom 18 (C): -0.02, atom 19 (C): -0.15, atom 20 (C): -0.12, atom 21 (C): -0.17, atom 22 (C): -0.23, atom 23 (C): 0.19, atom 24 (N): -0.52, atom 25 (C): -0.40, atom 26 (C): 0.24, atom 27 (C): -0.25, atom 28 (C): -0.20, atom 29 (C): -0.21, atom 30 (C): -0.21, atom 31 (C): -0.24, atom 32 (C): -0.22, atom 33 (C): -0.20, atom 34 (C): -0.21, atom 35 (C): -0.24, atom 36 (H): 0.21, atom 37 (H): 0.17, atom 38 (H): 0.21, atom 39 (H): 0.21, atom 40 (H): 0.21, atom 41 (H): 0.21, atom 42 (H): 0.22, atom 43 (H): 0.22, atom 44 (H): 0.23, atom 45 (H): 0.22, atom 46 (H): 0.25, atom 47 (H): 0.21, atom 48 (H): 0.23, atom 49 (H): 0.21, atom 50 (H): 0.17, atom 51 (H): 0.21, atom 52 (H): 0.21, atom 53 (H): 0.22, atom 54 (H): 0.21, atom 55 (H): 0.22, atom 56 (H): 0.22, atom 57 (H): 0.22, atom 58 (H): 0.23, atom 59 (H): 0.22, atom 60 (H): 0.22

---

No. 2
Entry from the Open Molecules 2025 dataset: C51H47N8O3STaTe as an isolated structure (wB97M-V/def2-TZVPD).

Computed properties:
**Calculated total energy**: -91385.927 eV
**Net charge**: +2
**Orbital gap**: 6.9 eV
**Spin multiplicity**: 1
**LUMO level**: -5.9 eV
**Energy above the lowest of the compared OMol25 structures with the same formula, charge and spin**: 32.1 kJ/mol

The geometry in XYZ format:
```
112
C51H47N8O3STaTe (wB97M-V/def2-TZVPD)
Ta 0.743 -0.744 -0.104
O 4.635 -1.886 -1.405
C 3.445 -1.660 -1.337
N 2.867 -0.671 -0.575
C 3.890 -0.096 0.293
C 3.298 0.397 1.563
C 4.077 1.004 2.540
C 3.489 1.380 3.727
C 2.134 1.127 3.910
C 1.424 0.532 2.895
N 1.990 0.187 1.722
C 2.484 -2.479 -2.122
C 2.948 -3.376 -3.065
C 2.027 -4.037 -3.856
C 0.681 -3.750 -3.676
C 0.304 -2.861 -2.692
N 1.188 -2.239 -1.897
H 4.467 0.689 -0.207
H 4.624 -0.869 0.539
H 5.132 1.158 2.358
H 4.074 1.849 4.507
H 1.634 1.380 4.834
H 0.381 0.290 3.004
H 4.016 -3.512 -3.161
H 2.348 -4.744 -4.609
H -0.080 -4.216 -4.287
H -0.739 -2.632 -2.545
C 3.608 -5.484 1.055
C 2.476 -5.348 2.062
N 1.183 -5.086 1.432
C 0.751 -3.902 0.998
S 1.657 -2.474 1.409
N -0.359 -3.851 0.315
N -0.710 -2.589 -0.062
C -1.912 -2.480 -0.518
C -2.882 -3.612 -0.586
C -2.257 -1.183 -1.095
C -3.569 -0.864 -1.404
C -3.851 0.342 -2.025
C -2.799 1.187 -2.321
C -1.522 0.819 -1.944
N -1.227 -0.340 -1.344
H 4.544 -5.698 1.571
H 3.738 -4.560 0.488
H 3.412 -6.298 0.357
H 2.678 -4.549 2.775
H 2.361 -6.264 2.640
H 0.618 -5.874 1.149
H -2.356 -4.559 -0.555
H -3.478 -3.549 -1.495
H -3.563 -3.564 0.267
H -4.359 -1.550 -1.137
H -4.870 0.606 -2.274
H -2.942 2.132 -2.829
H -0.703 1.485 -2.136
C -4.831 3.457 1.717
C -3.700 2.476 1.570
C -3.839 1.150 1.978
C -2.789 0.250 1.899
C -3.002 -1.185 2.297
O -3.908 -1.805 1.780
C -2.094 -1.792 3.303
C -1.463 -1.005 4.262
C -0.640 -1.594 5.210
C -0.434 -2.967 5.189
C -1.069 -3.755 4.237
C -1.909 -3.172 3.304
C -1.581 0.658 1.336
O -0.584 -0.220 1.217
C -1.410 1.971 0.888
C -2.481 2.867 1.044
C -0.142 2.428 0.293
N 0.777 1.649 -0.199
C 2.046 2.325 -0.591
C 2.596 2.103 -2.005
Te 1.687 0.588 -3.160
C 0.398 1.790 -4.319
C -0.311 1.133 -5.321
C -1.241 1.825 -6.083
C -1.469 3.174 -5.849
C -0.757 3.830 -4.855
C 0.174 3.141 -4.086
C 0.019 3.918 0.315
C -0.313 4.684 -0.796
C -0.190 6.066 -0.743
C 0.264 6.679 0.416
C 0.586 5.912 1.528
C 0.458 4.532 1.482
H -5.783 2.945 1.842
H -4.905 4.109 0.847
H -4.681 4.093 2.592
H -4.786 0.804 2.376
H -1.642 0.064 4.286
H -0.172 -0.988 5.976
H 0.208 -3.426 5.930
H -0.921 -4.827 4.237
H -2.429 -3.776 2.572
H -2.362 3.894 0.725
H 2.793 2.023 0.136
H 1.931 3.394 -0.452
H 3.648 1.829 -1.961
H 2.542 3.015 -2.595
H -0.134 0.082 -5.523
H -1.779 1.312 -6.869
H -2.186 3.716 -6.450
H -0.915 4.888 -4.683
H 0.723 3.678 -3.324
H -0.683 4.204 -1.695
H -0.454 6.664 -1.605
H 0.360 7.756 0.456
H 0.933 6.391 2.434
H 0.699 3.931 2.352
```

Atomic partial charges in e from the Mulliken method, atoms 1 to 99: atom 1 (Ta): 2.29, atom 2 (O): -0.66, atom 3 (C): -0.47, atom 4 (N): 0.51, atom 5 (C): -1.55, atom 6 (C): 0.52, atom 7 (C): -1.17, atom 8 (C): -0.95, atom 9 (C): -0.83, atom 10 (C): -0.43, atom 11 (N): 0.62, atom 12 (C): 0.88, atom 13 (C): -0.85, atom 14 (C): -0.79, atom 15 (C): -1.08, atom 16 (C): -0.21, atom 17 (N): 0.52, atom 18 (H): 0.45, atom 19 (H): 0.78, atom 20 (H): 0.65, atom 21 (H): 0.48, atom 22 (H): 0.65, atom 23 (H): 0.13, atom 24 (H): 0.64, atom 25 (H): 0.52, atom 26 (H): 0.57, atom 27 (H): 0.27, atom 28 (C): -0.81, atom 29 (C): -0.52, atom 30 (N): -0.23, atom 31 (C): 0.57, atom 32 (S): -0.59, atom 33 (N): -1.83, atom 34 (N): 1.46, atom 35 (C): 0.24, atom 36 (C): -1.99, atom 37 (C): 0.52, atom 38 (C): -0.64, atom 39 (C): -1.32, atom 40 (C): -1.20, atom 41 (C): -0.04, atom 42 (N): 0.60, atom 43 (H): 0.40, atom 44 (H): 0.08, atom 45 (H): 0.32, atom 46 (H): 0.21, atom 47 (H): 0.46, atom 48 (H): 0.28, atom 49 (H): 0.44, atom 50 (H): 0.55, atom 51 (H): 0.28, atom 52 (H): 0.67, atom 53 (H): 0.50, atom 54 (H): 0.66, atom 55 (H): 0.22, atom 56 (C): -1.80, atom 57 (C): 0.06, atom 58 (C): -0.57, atom 59 (C): 0.94, atom 60 (C): 0.10, atom 61 (O): -0.63, atom 62 (C): 0.40, atom 63 (C): -0.15, atom 64 (C): -0.50, atom 65 (C): -0.63, atom 66 (C): -0.58, atom 67 (C): -0.67, atom 68 (C): -0.39, atom 69 (O): 0.47, atom 70 (C): 0.75, atom 71 (C): -0.38, atom 72 (C): -0.64, atom 73 (N): 0.43, atom 74 (C): -0.35, atom 75 (C): -2.31, atom 76 (Te): 0.73, atom 77 (C): 0.48, atom 78 (C): -0.71, atom 79 (C): -0.71, atom 80 (C): -0.72, atom 81 (C): -0.68, atom 82 (C): -0.01, atom 83 (C): -0.67, atom 84 (C): 0.48, atom 85 (C): -1.04, atom 86 (C): -0.75, atom 87 (C): -0.91, atom 88 (C): 0.02, atom 89 (H): 0.42, atom 90 (H): 0.41, atom 91 (H): 0.33, atom 92 (H): 0.53, atom 93 (H): 0.57, atom 94 (H): 0.50, atom 95 (H): 0.45, atom 96 (H): 0.50, atom 97 (H): 0.38, atom 98 (H): 0.60, atom 99 (H): -0.10

---

No. 3
Entry from the Open Molecules 2025 dataset: C37H37F5NiP2 as an isolated structure in a non-equilibrium geometry (wB97M-V/def2-TZVPD).

Computed properties:
**Calculated total energy**: -112170.252 eV
**Orbital gap (alpha / beta)**: 7.2 / 7.5 eV
**Spin multiplicity**: 3
**LUMO level (alpha / beta)**: 0.2 / 0.1 eV
**Energy above the lowest of the compared OMol25 structures with the same formula, charge and spin**: 272.7 kJ/mol

The geometry in XYZ format:
```
82
C37H37F5NiP2 (wB97M-V/def2-TZVPD)
Ni -0.077 1.820 0.846
C 2.592 -5.373 1.294
C 2.234 -4.461 0.336
C 1.149 -4.515 -0.649
C -0.293 -4.220 -0.100
C -1.072 -5.283 0.579
C -0.643 -6.482 0.942
C 0.752 -7.060 0.664
C 1.820 -6.595 1.653
C -0.883 1.234 2.738
H 3.494 -5.182 1.916
H 2.891 -3.609 0.256
H 1.183 -5.500 -1.155
H 1.361 -3.739 -1.434
H -0.202 -3.349 0.524
H -0.863 -3.883 -0.961
H -2.082 -4.955 0.880
H -1.317 -7.178 1.450
H 1.053 -6.916 -0.374
H 0.681 -8.161 0.820
H 1.431 -6.518 2.665
H 2.614 -7.337 1.670
H -0.579 1.230 3.817
H -1.301 0.204 2.606
H -1.718 1.973 2.643
P 1.260 2.359 -0.567
P -1.638 2.076 -0.393
C 0.420 1.619 -1.980
C -0.919 1.590 -1.968
C 2.006 3.794 -1.242
C 2.387 3.812 -2.595
C 3.035 4.917 -3.129
C 3.287 6.038 -2.347
C 2.870 6.036 -1.017
C 2.216 4.943 -0.464
C 2.361 0.945 -0.363
C 1.837 -0.304 -0.012
C 2.689 -1.245 0.491
C 4.066 -1.094 0.350
C 4.607 0.081 -0.197
C 3.741 1.126 -0.465
C -2.624 3.530 -1.082
C -1.965 4.633 -1.658
C -2.679 5.658 -2.301
C -4.082 5.583 -2.401
C -4.744 4.466 -1.867
C -4.015 3.460 -1.231
C -2.913 0.831 -0.244
C -3.677 0.885 0.931
C -4.612 -0.109 1.204
C -4.825 -1.145 0.278
C -4.087 -1.173 -0.915
C -3.102 -0.207 -1.161
H 1.102 1.285 -2.752
H -1.554 1.373 -2.840
H 2.177 2.982 -3.259
H 3.352 4.901 -4.171
H 3.797 6.904 -2.775
H 3.062 6.912 -0.404
H 1.872 4.970 0.568
H 0.803 -0.534 -0.292
H 2.314 -2.184 0.909
H 4.725 -1.887 0.668
H 5.681 0.189 -0.379
H 4.078 2.114 -0.775
H -0.878 4.703 -1.636
H -2.162 6.522 -2.721
H -4.638 6.392 -2.880
H -5.819 4.410 -1.951
H -4.568 2.605 -0.867
H -3.555 1.716 1.623
H -5.185 -0.078 2.137
H -5.540 -1.945 0.501
H -4.274 -1.954 -1.657
H -2.535 -0.261 -2.083
F 2.219 -1.065 2.991
C 0.916 -0.903 3.120
F 0.231 -1.688 2.252
C 0.423 -1.120 4.508
F 1.204 -2.096 5.077
F 0.519 0.004 5.307
F -0.892 -1.514 4.498
```

Partial charges, Mulliken, in e: atom 1 (Ni): -0.22, atom 2 (C): -0.54, atom 3 (C): 0.01, atom 4 (C): -1.27, atom 5 (C): 0.58, atom 6 (C): -0.70, atom 7 (C): -0.38, atom 8 (C): -0.87, atom 9 (C): -0.60, atom 10 (C): -0.92, atom 11 (H): 0.35, atom 12 (H): 0.50, atom 13 (H): 0.58, atom 14 (H): 0.39, atom 15 (H): -0.27, atom 16 (H): 0.36, atom 17 (H): 0.37, atom 18 (H): 0.34, atom 19 (H): 0.30, atom 20 (H): 0.38, atom 21 (H): 0.34, atom 22 (H): 0.40, atom 23 (H): 0.40, atom 24 (H): 0.17, atom 25 (H): 0.21, atom 26 (P): 1.02, atom 27 (P): 0.91, atom 28 (C): -1.27, atom 29 (C): -1.08, atom 30 (C): 0.60, atom 31 (C): -0.04, atom 32 (C): -0.76, atom 33 (C): -0.42, atom 34 (C): -0.67, atom 35 (C): -0.37, atom 36 (C): 0.10, atom 37 (C): 0.11, atom 38 (C): -0.76, atom 39 (C): -0.74, atom 40 (C): -0.85, atom 41 (C): -0.71, atom 42 (C): 0.31, atom 43 (C): -0.08, atom 44 (C): -0.83, atom 45 (C): -0.40, atom 46 (C): -0.88, atom 47 (C): -0.25, atom 48 (C): 0.65, atom 49 (C): -0.19, atom 50 (C): -0.80, atom 51 (C): -0.49, atom 52 (C): -0.78, atom 53 (C): -0.25, atom 54 (H): 0.84, atom 55 (H): 0.81, atom 56 (H): 0.33, atom 57 (H): 0.39, atom 58 (H): 0.38, atom 59 (H): 0.37, atom 60 (H): 0.44, atom 61 (H): 0.34, atom 62 (H): 0.46, atom 63 (H): 0.51, atom 64 (H): 0.39, atom 65 (H): 0.37, atom 66 (H): 0.30, atom 67 (H): 0.41, atom 68 (H): 0.36, atom 69 (H): 0.41, atom 70 (H): 0.27, atom 71 (H): 0.44, atom 72 (H): 0.41, atom 73 (H): 0.38, atom 74 (H): 0.40, atom 75 (H): 0.40, atom 76 (F): -0.25, atom 77 (C): 0.08, atom 78 (F): -0.16, atom 79 (C): 0.66, atom 80 (F): -0.25, atom 81 (F): -0.25, atom 82 (F): -0.21